DFT (ωB97M-V with the def2-TZVPD basis set) results for the molecule C6H4.

```
10
Properties=species:S:1:pos:R:3:forces:R:3:lowdin_charge:R:1
C -1.7751 1.0775 -0.6657 1.3 2.2 0.8 0.15
C -0.8436 1.2627 0.1480 -3.0 -0.7 -1.4 -0.07
C -0.0463 0.1164 0.5195 0.9 -1.7 -0.8 -0.38
C -0.7200 -1.0854 0.4474 1.4 0.1 1.2 0.06
C 1.3744 0.1981 0.2926 0.8 0.0 -0.5 -0.12
C 2.5614 0.2643 0.0552 -0.7 -0.2 0.1 0.13
H -2.2849 1.0841 -1.6175 -0.1 0.1 0.5 0.06
H -1.5893 -1.2365 1.0883 -0.5 0.3 -1.1 0.07
H -0.2895 -1.9290 -0.0938 0.4 -0.2 1.0 0.07
H 3.6129 0.2478 -0.1742 -0.5 0.1 0.2 0.03
```
Positions in Å, forces in eV/Å.

Values from the calculation:
E_LUMO = -0.1 eV
Kohn-Sham gap = 8.15 eV
ΔE to the lowest compared entry with this formula, charge and spin = 2.8931 eV
F_max = 3.378 eV Å⁻¹
2S+1 = 1